The following is a DFT calculation (ωB97M-V with the def2-TZVPD basis set) of H26HeO13 as an isolated structure in a non-equilibrium geometry.

Values from the calculation:
Maximum force, eV Å⁻¹: 1.256
Energy above the lowest of the compared OMol25 structures with the same formula, charge and spin, kcal/mol: 33.7
Multiplicity: 1

Positions of all 40 atoms, in Å:
He  17.269  -17.260  -2.681
O  14.587  -17.529  -2.093
H  14.539  -17.719  -1.156
H  15.043  -16.688  -2.144
O  19.813  -13.532  -1.101
H  19.872  -12.851  -1.772
H  19.486  -14.301  -1.567
O  19.412  -18.223  -3.904
H  18.668  -18.726  -4.235
H  19.880  -18.834  -3.334
O  15.588  -14.523  -3.078
H  15.502  -14.723  -4.010
H  15.139  -13.685  -2.970
O  17.168  -20.275  -4.595
H  16.898  -20.223  -3.678
H  17.252  -21.213  -4.768
O  19.394  -15.959  -2.156
H  20.010  -16.526  -1.692
H  18.981  -16.532  -2.802
O  18.221  -13.850  -4.177
H  17.866  -13.674  -5.048
H  17.457  -14.084  -3.650
O  16.058  -17.719  -6.451
H  15.656  -16.921  -6.109
H  16.129  -18.296  -5.690
O  17.801  -18.355  -0.223
H  18.377  -18.929  0.281
H  18.279  -17.528  -0.284
O  15.059  -17.887  0.498
H  14.629  -18.692  0.787
H  15.975  -18.136  0.372
O  21.108  -15.189  -4.696
H  20.291  -15.144  -4.200
H  20.991  -15.936  -5.283
O  15.985  -14.578  -0.252
H  16.167  -14.481  -1.186
H  16.663  -15.174  0.065
O  16.377  -20.204  -1.946
H  15.528  -19.806  -2.135
H  16.864  -19.523  -1.482

=====

The following is a DFT calculation (ωB97M-V with the def2-TZVPD basis set) of a 2-piece molecular cluster, C9H14 overall in a non-equilibrium geometry.

Values from the calculation:
Maximum force, eV Å⁻¹: 1.800
SMILES string: Cc1ccccc1.CC
Energy above the lowest of the compared OMol25 structures with the same formula, charge and spin, kcal/mol: 10.3
Multiplicity: 1

Positions of all 23 atoms, in Å:
C  0.122  1.697  1.452
C  0.440  1.294  0.042
C  1.673  0.698  -0.244
C  -0.389  1.615  -1.030
C  1.957  0.247  -1.534
C  -0.143  1.136  -2.307
C  1.032  0.453  -2.556
H  -0.497  0.894  1.866
H  -0.553  2.552  1.374
H  2.473  0.648  0.481
H  -1.245  2.246  -0.813
H  2.892  -0.216  -1.814
H  -0.817  1.325  -3.132
H  1.275  -0.017  -3.500
H  0.980  1.856  2.093
C  -0.498  -2.067  1.664
C  -1.748  -1.969  0.805
H  -0.008  -2.995  1.338
H  0.303  -1.353  1.506
H  -0.848  -2.202  2.684
H  -1.574  -1.887  -0.274
H  -2.423  -2.830  0.862
H  -2.405  -1.126  1.036

=====

The following is a DFT calculation (ωB97M-V with the def2-TZVPD basis set) of a 2-piece molecular cluster, CO3S3 overall in a non-equilibrium geometry.

Values from the calculation:
Maximum force, eV Å⁻¹: 1.274
SMILES string: O=S(=O)=S.O=C=S
Energy above the lowest of the compared OMol25 structures with the same formula, charge and spin, kcal/mol: 0.0
Multiplicity: 1

Positions of all 7 atoms, in Å:
C  0.015  2.636  0.744
O  -0.408  -3.279  0.234
O  1.185  -2.234  -1.334
O  0.092  2.107  1.768
S  -0.065  3.364  -0.610
S  -0.862  -0.460  -0.311
S  0.042  -2.134  -0.491

=====

The following is a DFT calculation (ωB97M-V with the def2-TZVPD basis set) of C7H13N3O3PtSe as an isolated structure.

Values from the calculation:
Maximum force, eV Å⁻¹: 0.767
Energy above the lowest of the compared OMol25 structures with the same formula, charge and spin, kcal/mol: 8.6
Multiplicity: 5
Charge: +2

Positions of all 28 atoms, in Å:
Pt  -0.255  -0.840  0.256
C  -3.045  2.523  -0.804
C  -1.944  1.533  -0.669
N  -1.937  0.566  0.203
O  -2.986  0.512  1.022
C  -0.748  1.619  -1.493
C  -0.570  2.639  -2.536
N  0.216  0.702  -1.218
O  1.302  0.752  -1.793
H  -3.916  2.235  -0.227
H  -3.321  2.621  -1.855
H  -2.701  3.502  -0.459
H  -2.858  -0.240  1.635
H  -0.858  3.622  -2.156
H  -1.253  2.416  -3.365
H  0.448  2.659  -2.911
Se  -0.452  -3.182  0.006
C  -1.358  -2.528  1.501
N  -1.949  -1.984  2.342
C  3.963  -1.070  1.881
C  2.475  -1.134  2.078
O  1.789  -0.485  0.921
H  4.450  -1.515  2.750
H  4.308  -0.038  1.812
H  4.279  -1.634  1.003
H  2.137  -0.570  2.943
H  2.097  -2.155  2.117
H  2.430  -0.310  0.215

=====

The following is a DFT calculation (ωB97M-V with the def2-TZVPD basis set) of CH10F3MgO8S as an isolated structure in a non-equilibrium geometry.

Values from the calculation:
Maximum force, eV Å⁻¹: 3.058
E, eV: -42009.2316
Multiplicity: 1
Charge: +1

Positions of all 24 atoms, in Å:
Mg  -0.570  0.550  0.681
C  1.652  -1.620  -2.614
F  2.544  -2.562  -2.925
F  2.118  -0.441  -2.811
F  0.450  -1.682  -3.375
S  1.335  -1.881  -0.722
O  0.429  -3.047  -0.628
O  2.586  -2.174  -0.032
O  0.664  -0.577  -0.273
O  -1.664  1.986  1.487
H  -2.596  2.203  1.463
H  -1.232  2.808  1.716
O  -0.362  1.806  -0.966
H  -0.772  1.773  -1.830
H  0.004  2.688  -0.908
O  -1.873  -0.369  -0.386
H  -2.003  -0.461  -1.330
H  -2.570  -0.897  0.005
O  0.978  1.432  1.747
H  1.366  0.957  2.482
H  1.526  2.211  1.650
O  -0.674  -0.672  2.206
H  -0.720  -0.401  3.123
H  -0.616  -1.627  2.241

=====

The following is a DFT calculation (ωB97M-V with the def2-TZVPD basis set) of C16H30BeF4O14 as an isolated structure in a non-equilibrium geometry.

Values from the calculation:
Maximum force, eV Å⁻¹: 5.711
E, eV: -57009.4275
Multiplicity: 2
Charge: -1

Positions of all 65 atoms, in Å:
Be  8.630  -27.049  25.604
F  8.043  -25.337  27.366
C  8.772  -29.511  23.035
O  7.705  -29.346  23.982
O  9.619  -28.505  23.501
C  9.202  -30.947  22.727
F  9.998  -31.076  21.665
F  9.797  -31.465  23.808
F  8.158  -31.733  22.509
C  6.382  -29.704  23.693
C  5.440  -29.374  24.761
H  5.312  -28.312  24.969
H  4.458  -29.682  24.401
H  5.665  -29.801  25.738
H  6.173  -30.754  23.486
H  6.063  -29.077  22.861
H  8.395  -29.111  22.094
C  7.757  -28.210  29.627
O  7.815  -29.492  29.177
C  7.840  -29.955  27.930
O  7.845  -29.181  26.923
O  8.087  -31.245  27.948
C  7.970  -32.010  26.715
H  7.349  -28.189  30.638
H  7.124  -27.605  28.977
H  8.773  -27.815  29.649
H  7.115  -31.692  26.118
H  7.893  -33.085  26.882
H  8.874  -31.750  26.166
C  10.196  -23.212  26.422
O  11.183  -23.517  25.498
C  11.194  -24.630  24.735
O  10.343  -25.477  24.725
O  12.462  -24.708  24.156
C  12.971  -25.927  23.629
H  10.388  -22.401  27.125
H  10.094  -24.032  27.132
H  9.242  -23.130  25.900
H  13.024  -26.810  24.265
H  13.953  -25.957  23.156
H  12.370  -26.207  22.764
C  5.709  -24.001  21.733
O  6.525  -24.590  22.735
C  6.072  -25.230  23.764
O  6.649  -26.184  24.344
O  4.803  -24.892  24.062
C  4.213  -25.369  25.195
H  5.127  -24.693  21.124
H  6.329  -23.480  21.003
H  5.136  -23.215  22.225
H  3.510  -24.709  25.704
H  4.976  -25.439  25.970
H  3.636  -26.265  24.966
C  11.824  -29.910  25.842
O  12.247  -29.280  27.044
C  11.781  -28.043  27.422
O  10.848  -27.479  26.867
O  12.344  -27.896  28.621
C  12.015  -26.698  29.298
H  10.848  -30.346  26.055
H  12.567  -30.680  25.632
H  11.816  -29.132  25.078
H  11.027  -26.363  28.984
H  12.702  -25.852  29.269
H  11.816  -26.946  30.341

=====

Repeat the fifth record exactly.
The following is a DFT calculation (ωB97M-V with the def2-TZVPD basis set) of CH10F3MgO8S as an isolated structure in a non-equilibrium geometry.

Values from the calculation:
Maximum force, eV Å⁻¹: 3.058
E, eV: -42009.2316
Multiplicity: 1
Charge: +1

Positions of all 24 atoms, in Å:
Mg  -0.570  0.550  0.681
C  1.652  -1.620  -2.614
F  2.544  -2.562  -2.925
F  2.118  -0.441  -2.811
F  0.450  -1.682  -3.375
S  1.335  -1.881  -0.722
O  0.429  -3.047  -0.628
O  2.586  -2.174  -0.032
O  0.664  -0.577  -0.273
O  -1.664  1.986  1.487
H  -2.596  2.203  1.463
H  -1.232  2.808  1.716
O  -0.362  1.806  -0.966
H  -0.772  1.773  -1.830
H  0.004  2.688  -0.908
O  -1.873  -0.369  -0.386
H  -2.003  -0.461  -1.330
H  -2.570  -0.897  0.005
O  0.978  1.432  1.747
H  1.366  0.957  2.482
H  1.526  2.211  1.650
O  -0.674  -0.672  2.206
H  -0.720  -0.401  3.123
H  -0.616  -1.627  2.241

=====

Q: Among the records above, which one has the lowest maximum force?
A: C7H13N3O3PtSe

=====

Q: Which value of maximum force does entry 4 give?
A: 0.767 eV Å⁻¹

=====

Q: Look up the multiplicity of the sixth one.
A: 2